Entry 1:
Here is a 4-piece molecular cluster, C31H67N3O2 overall in a non-equilibrium geometry from the OMol25 dataset. Energies are from ωB97M-V/def2-TZVPD.

For the energy relative to the best compared isomer or geometry (same formula, charge and spin), the calculation gives 0.0 kJ/mol. Its gap between HOMO and LUMO is 1.6 eV.

Last column: Löwdin charge in e.
Geometry (Å):
C -0.130 1.041 3.473  -0.128
C 1.224 0.470 3.937  -0.239
C 1.178 -1.087 3.924  -0.164
C 1.169 -1.668 2.470  -0.122
N 0.465 -2.955 2.240  -0.174
C 0.953 -4.019 3.158  -0.136
C -0.279 -4.628 3.860  -0.162
C -1.263 -3.513 3.855  -0.196
C -1.037 -2.808 2.556  -0.075
C 0.799 -3.409 0.825  -0.117
C 0.103 -4.723 0.379  -0.223
C 0.401 -5.141 -1.069  -0.095
H -0.435 0.778 2.438  0.041
H -0.159 2.151 3.495  0.062
H -0.949 0.724 4.145  0.080
H 1.397 0.801 4.972  0.109
H 2.006 0.886 3.330  0.067
H 0.396 -1.455 4.571  0.087
H 2.095 -1.417 4.464  0.103
H 2.180 -1.766 2.229  0.089
H 0.724 -0.927 1.802  0.096
H 1.515 -4.857 2.686  0.124
H 1.575 -3.632 3.926  0.104
H -0.746 -5.482 3.369  0.111
H -0.031 -4.876 4.943  0.142
H -2.312 -3.872 3.940  0.135
H -1.058 -2.899 4.735  0.105
H -1.636 -3.339 1.856  0.107
H -1.390 -1.799 2.471  0.098
H 1.864 -3.594 0.808  0.106
H 0.398 -2.582 0.156  0.129
H -0.967 -4.585 0.480  0.088
H 0.341 -5.501 1.132  0.100
H 0.021 -6.128 -1.280  0.081
H 1.447 -5.088 -1.209  0.047
H 0.112 -4.429 -1.795  0.041
C 3.048 1.283 -0.377  -0.172
C 2.123 1.696 0.770  -0.230
C 1.561 3.149 0.628  -0.185
C 0.159 3.190 -0.039  -0.083
N -0.600 4.486 0.138  -0.240
C -0.938 4.790 1.567  -0.132
C -2.168 3.999 1.991  -0.143
C -2.839 3.723 0.645  -0.126
C -1.950 4.406 -0.423  -0.112
C 0.118 5.591 -0.593  -0.141
H 3.823 2.023 -0.489  0.053
H 2.409 1.393 -1.291  0.048
H 3.433 0.251 -0.344  0.056
H 2.715 1.785 1.714  0.091
H 1.255 1.051 1.036  0.079
H 2.139 3.933 0.273  0.072
H 1.397 3.496 1.560  0.037
H -0.511 2.430 0.181  0.096
H 0.336 2.923 -1.058  0.099
H -1.195 5.816 1.622  0.106
H -0.046 4.648 2.219  0.119
H -2.824 4.574 2.652  0.115
H -1.975 3.063 2.536  0.093
H -3.908 3.934 0.528  0.128
H -2.865 2.702 0.707  0.047
H -2.258 5.426 -0.564  0.111
H -1.852 3.860 -1.389  0.125
H -0.431 6.532 -0.616  0.078
H 0.313 5.392 -1.640  0.055
H 1.077 5.933 -0.203  0.078
C 2.493 -3.447 -3.247  -0.111
C 2.523 -2.170 -2.388  -0.268
C 1.179 -1.453 -2.285  -0.188
C 0.827 -0.898 -3.685  -0.143
N -0.381 -0.034 -3.725  -0.217
C -0.439 0.644 -5.067  -0.151
C -1.348 1.877 -4.855  -0.185
C -1.011 2.331 -3.459  -0.226
C -0.056 1.251 -2.943  -0.148
C -1.681 -0.624 -3.315  0.003
H 2.948 -3.309 -4.189  0.060
H 1.492 -3.758 -3.380  0.049
H 3.068 -4.181 -2.803  0.039
H 3.345 -1.510 -2.606  0.093
H 2.722 -2.456 -1.322  0.092
H 1.415 -0.584 -1.688  0.075
H 0.403 -2.087 -1.799  0.098
H 0.617 -1.755 -4.212  0.091
H 1.687 -0.427 -4.244  0.142
H -0.701 -0.014 -5.880  0.118
H 0.544 0.968 -5.456  0.112
H -2.444 1.700 -4.769  0.113
H -1.221 2.753 -5.551  0.118
H -1.963 2.322 -2.855  0.110
H -0.574 3.276 -3.447  0.052
H -0.212 1.041 -1.879  0.088
H 1.009 1.530 -3.003  0.091
H -1.605 -1.109 -2.306  0.100
H -1.835 -1.411 -4.033  0.087
H -2.622 -0.077 -3.323  0.104
C -2.905 -0.203 1.202  -0.036
C -2.002 0.038 0.025  -0.737
O -2.555 0.694 -0.955  -0.113
O -0.830 -0.330 0.061  -0.048
H -3.031 -1.239 1.358  0.040
H -3.884 0.208 0.910  0.086
H -2.489 0.292 2.101  0.068



Entry 2:
Here is a 10-piece molecular cluster, C31H68O25S7 overall in a non-equilibrium geometry from the OMol25 dataset. Energies are from ωB97M-V/def2-TZVPD.

The charge is -2. Its gap between HOMO and LUMO is 2.8 eV.

Last column: Löwdin charge in e.
Geometry (Å):
C -1.259 0.750 1.247  -0.076
C -0.259 -0.421 1.110  -0.635
C 0.691 -0.094 -0.049  -0.083
O 0.371 -0.632 2.363  -0.298
H -1.833 0.752 0.315  0.040
H -0.754 1.707 1.388  0.064
H -1.951 0.710 2.088  0.053
H -0.840 -1.306 0.820  0.071
H 1.435 0.657 0.221  0.054
H 0.157 0.276 -0.928  0.053
H 1.303 -0.975 -0.256  0.045
C 0.493 4.179 3.160  -0.081
C 0.384 4.697 4.640  -0.671
C 0.098 6.188 4.713  -0.142
O -0.183 3.918 5.675  -0.336
H 1.129 4.887 2.621  0.038
H -0.460 4.159 2.627  0.031
H 1.062 3.250 3.165  0.046
H 1.448 4.743 4.914  0.079
H 0.192 6.612 5.713  0.053
H -0.981 6.328 4.586  0.044
H 0.624 6.822 3.995  0.042
C 2.565 4.207 -2.345  -0.178
C 2.093 3.061 -1.468  -0.189
O 2.608 1.917 -2.089  -0.228
S 4.072 2.185 -2.826  0.714
O 4.167 1.224 -3.924  -0.238
O 5.060 2.248 -1.773  -0.246
O 3.563 3.695 -3.189  -0.218
H 2.891 5.114 -1.838  0.135
H 1.804 4.486 -3.075  0.127
H 1.006 3.057 -1.534  0.139
H 2.446 3.225 -0.450  0.128
C 3.054 -4.810 1.042  -0.127
C 1.985 -3.916 0.371  -0.192
O 0.729 -4.311 0.813  -0.206
S 0.832 -5.169 2.213  0.684
O 0.316 -6.527 1.931  -0.287
O 0.260 -4.395 3.296  -0.221
O 2.414 -5.227 2.242  -0.214
H 3.900 -4.305 1.508  0.135
H 3.387 -5.710 0.525  0.126
H 2.019 -3.905 -0.717  0.106
H 2.109 -2.906 0.768  0.123
O 0.611 -2.956 -3.005  -0.298
S -0.829 -2.989 -3.100  0.671
O -1.477 -2.210 -4.139  -0.296
O -1.125 -4.598 -3.411  -0.279
C -1.318 -5.052 -4.747  -0.280
C -2.392 -6.127 -4.870  -0.074
C -1.566 -2.949 -1.430  -0.073
H -0.394 -5.535 -5.068  0.117
H -1.541 -4.170 -5.347  0.103
H -3.270 -6.000 -4.236  0.076
H -1.952 -7.091 -4.609  0.070
H -2.814 -6.236 -5.869  0.072
H -2.417 -3.614 -1.290  0.077
H -1.764 -1.879 -1.362  0.061
H -0.829 -3.285 -0.702  0.049
O -3.413 3.938 5.464  -0.261
S -3.774 3.100 4.369  0.712
O -3.238 1.716 4.196  -0.296
O -5.463 2.927 4.286  -0.291
C -5.988 2.068 3.299  -0.328
C -7.419 2.445 3.034  -0.070
C -3.621 4.145 2.792  -0.085
H -5.862 1.044 3.654  0.117
H -5.415 2.161 2.376  0.079
H -8.062 1.696 2.569  0.069
H -7.507 3.323 2.393  0.073
H -7.903 2.621 3.996  0.077
H -3.597 3.530 1.893  0.047
H -2.653 4.645 2.825  0.039
H -4.442 4.859 2.792  0.055
O -2.373 1.162 -8.068  -0.330
S -1.808 2.380 -7.432  0.688
O -2.550 3.620 -7.388  -0.294
O -1.280 1.981 -5.897  -0.287
C -0.671 0.674 -5.719  -0.251
C 0.284 0.840 -4.512  -0.047
C -0.139 2.641 -8.239  -0.100
H -0.147 0.378 -6.628  0.104
H -1.428 -0.076 -5.491  0.097
H 0.808 1.768 -4.754  0.067
H 1.023 0.058 -4.343  0.084
H -0.243 1.087 -3.591  0.078
H -0.418 3.230 -9.112  0.056
H 0.248 1.659 -8.504  0.054
H 0.561 3.151 -7.579  0.066
O -3.209 -1.299 4.652  -0.267
S -3.986 -2.030 3.641  0.666
O -5.333 -2.491 4.009  -0.319
O -4.066 -0.954 2.424  -0.263
C -5.114 -1.033 1.545  -0.341
C -4.851 0.062 0.511  -0.050
C -3.028 -3.293 2.755  -0.089
H -6.055 -0.910 2.088  0.106
H -5.345 -1.958 1.009  0.111
H -5.738 0.232 -0.100  0.078
H -3.946 -0.109 -0.069  0.063
H -4.640 0.971 1.075  0.052
H -2.063 -2.910 2.423  0.066
H -3.727 -3.470 1.938  0.050
H -2.924 -4.131 3.442  0.071
O 4.350 0.407 6.006  -0.337
S 3.547 0.505 4.760  0.681
O 2.268 1.193 4.853  -0.254
O 4.375 1.212 3.508  -0.274
C 3.638 1.680 2.440  -0.322
C 4.400 1.274 1.222  -0.074
C 3.391 -1.150 4.065  -0.120
H 3.547 2.765 2.460  0.129
H 2.708 1.108 2.414  0.100
H 4.202 1.826 0.304  0.038
H 4.393 0.223 0.933  0.064
H 5.438 1.535 1.443  0.086
H 2.873 -1.765 4.799  0.075
H 4.385 -1.480 3.766  0.061
H 2.744 -1.082 3.188  0.036
C 4.736 -3.579 -2.368  -0.103
C 6.044 -3.559 -2.015  -0.116
C 6.628 -2.398 -1.450  -0.085
C 5.845 -1.302 -1.125  -0.072
C 4.467 -1.375 -1.385  -0.076
C 3.932 -2.524 -1.923  -0.097
H 4.252 -4.426 -2.835  0.103
H 6.646 -4.408 -2.308  0.092
H 7.690 -2.447 -1.255  0.091
H 6.235 -0.400 -0.676  0.099
H 3.837 -0.536 -1.123  0.085
H 2.874 -2.500 -2.146  0.075



Entry 3:
Here is a 2-piece molecular cluster, C31H69ClN2O4P3S2 overall in a non-equilibrium geometry from the OMol25 dataset. Energies are from ωB97M-V/def2-TZVPD.

For the energy relative to the best compared isomer or geometry (same formula, charge and spin), the calculation gives 1496.2 kJ/mol. The charge is +1. Its gap between HOMO and LUMO is 7.4 eV.

Last column: Löwdin charge in e.
Geometry (Å):
C 7.862 3.674 0.469  -0.148
C 7.831 2.951 -1.033  -0.258
C 7.119 1.464 -0.945  -0.229
C 5.504 1.512 -1.355  -0.203
C 4.697 0.779 -0.094  -0.222
C 3.064 0.820 -0.260  -0.224
C 2.474 -0.659 0.217  -0.215
C 0.818 -0.607 -0.006  -0.212
C 0.196 -0.133 1.454  -0.222
C -1.430 -0.367 1.591  -0.202
C -2.277 0.280 0.302  -0.187
C -3.711 0.763 0.883  -0.234
C -3.584 2.378 1.264  -0.237
N -2.236 2.770 1.825  -0.049
C -2.325 3.558 3.109  -0.230
C -2.309 5.205 2.820  -0.105
N -4.039 3.310 0.170  0.081
C -3.975 2.767 -1.240  -0.248
C -4.486 3.991 -2.209  -0.156
C -3.874 4.026 -3.715  -0.368
C -5.031 4.486 -4.833  -0.102
C -3.183 2.681 -4.293  -0.124
C -4.686 1.311 -1.486  -0.363
P -6.028 1.255 -2.844  0.422
S -7.522 0.034 -2.484  0.177
C -5.026 0.468 -0.111  -0.507
P -4.996 -1.454 -0.370  0.342
S -4.625 -2.467 1.247  0.163
C -6.333 0.882 0.733  -0.588
Cl -7.578 -0.521 1.003  0.529
C -7.218 2.156 0.266  -0.291
C -7.719 3.034 1.591  -0.111
H 8.950 4.088 0.656  0.073
H 7.042 4.534 0.521  0.077
H 7.637 2.900 1.343  0.071
H 7.190 3.650 -1.733  0.095
H 8.917 2.886 -1.510  0.108
H 7.242 1.094 0.183  0.099
H 7.725 0.714 -1.642  0.112
H 5.171 2.630 -1.486  0.106
H 5.322 0.946 -2.371  0.112
H 4.991 1.370 0.898  0.120
H 5.090 -0.336 0.030  0.109
H 2.577 1.691 0.357  0.106
H 2.764 1.001 -1.398  0.114
H 2.953 -1.529 -0.404  0.111
H 2.712 -0.806 1.378  0.118
H 0.402 -1.697 -0.234  0.119
H 0.533 0.143 -0.880  0.103
H 0.701 -0.845 2.265  0.119
H 0.492 0.978 1.700  0.107
H -1.702 -1.513 1.702  0.103
H -1.753 0.185 2.598  0.113
H -2.282 -0.556 -0.512  0.095
H -1.590 1.149 -0.142  0.111
H -3.860 0.225 1.939  0.135
H -4.360 2.529 2.159  0.166
H -1.604 3.201 1.116  0.126
H -1.303 3.357 3.692  0.132
H -3.175 3.232 3.844  0.129
H -1.198 5.591 3.026  0.094
H -2.987 5.790 3.586  0.088
H -2.524 5.464 1.694  0.057
H -4.966 3.773 0.414  0.175
H -3.347 4.121 0.187  0.160
H -2.804 2.672 -1.470  0.166
H -5.669 4.147 -2.146  0.115
H -4.067 4.980 -1.679  0.133
H -3.055 4.893 -3.778  0.146
H -4.682 4.214 -5.931  0.101
H -5.100 5.678 -4.819  0.098
H -6.104 4.104 -4.566  0.064
H -3.991 2.119 -4.956  0.071
H -2.350 3.029 -5.076  0.113
H -2.626 1.993 -3.532  0.073
H -3.814 0.649 -1.977  0.119
H -6.638 2.513 -3.177  -0.025
H -5.455 0.756 -4.104  0.003
H -3.906 -1.769 -1.305  0.003
H -6.183 -1.995 -0.960  -0.050
H -5.988 1.117 1.854  0.108
H -6.737 2.894 -0.497  0.075
H -8.230 1.773 -0.238  0.094
H -8.839 3.373 1.429  0.100
H -6.989 3.925 1.798  0.066
H -7.690 2.326 2.533  0.089
O 3.935 -8.251 1.441  -0.215
P 4.761 -7.019 1.887  0.791
O 3.948 -6.008 0.857  -0.264
C 2.554 -5.830 1.087  -0.296
C 2.305 -4.885 2.246  -0.079
O 6.065 -7.428 0.930  -0.251
C 6.384 -8.808 0.769  -0.296
C 5.799 -9.339 -0.534  -0.076
O 5.685 -5.644 2.385  -0.273
C 6.281 -4.749 1.443  -0.276
C 5.396 -3.556 1.121  -0.089
H 2.066 -6.792 1.273  0.103
H 2.115 -5.419 0.173  0.119
H 2.920 -5.140 3.114  0.073
H 1.251 -4.906 2.541  0.078
H 2.553 -3.859 1.961  0.056
H 6.028 -9.388 1.630  0.103
H 7.472 -8.907 0.752  0.116
H 4.789 -8.969 -0.725  0.071
H 5.780 -10.431 -0.533  0.078
H 6.416 -9.002 -1.378  0.077
H 6.588 -5.252 0.522  0.115
H 7.195 -4.377 1.919  0.123
H 4.644 -3.806 0.366  0.064
H 5.989 -2.738 0.702  0.069
H 4.866 -3.198 2.009  0.075



Entry 4:
Here is a 5-piece molecular cluster, C31H70BrN4O4 overall in a non-equilibrium geometry from the OMol25 dataset. Energies are from ωB97M-V/def2-TZVPD.

For the energy relative to the best compared isomer or geometry (same formula, charge and spin), the calculation gives 0.0 kJ/mol. The charge is +3. Its gap between HOMO and LUMO is 5.0 eV.

Last column: Löwdin charge in e.
Geometry (Å):
C -2.468 -5.481 -0.928  0.003
C -2.968 -4.122 -1.459  -0.412
C -1.900 -3.036 -1.101  -0.119
C -2.158 -1.664 -1.699  -0.190
C -2.253 -1.772 -3.235  -0.116
C -3.245 -2.841 -3.764  -0.412
N -3.008 -4.113 -2.953  0.037
O -3.135 -5.138 -3.580  0.257
C -2.770 -3.053 -5.199  -0.032
C -4.755 -2.497 -3.844  0.039
C -4.308 -3.718 -0.812  0.009
H -1.611 -5.772 -1.537  0.098
H -3.193 -6.273 -1.125  0.100
H -2.247 -5.512 0.135  0.110
H -0.927 -3.359 -1.483  0.127
H -1.701 -2.971 -0.031  0.131
H -1.289 -1.020 -1.545  0.050
H -3.027 -1.184 -1.250  0.089
H -1.226 -1.912 -3.577  0.100
H -2.460 -0.765 -3.600  0.139
H -1.724 -3.349 -5.275  0.099
H -2.889 -2.131 -5.767  0.112
H -3.366 -3.774 -5.759  0.100
H -4.842 -1.610 -4.467  0.113
H -5.144 -2.272 -2.855  0.071
H -5.212 -3.361 -4.324  0.110
H -5.105 -4.432 -1.014  0.113
H -4.657 -2.703 -0.990  0.060
H -4.174 -3.668 0.271  0.105
C 3.064 2.256 5.991  0.013
C 2.953 3.077 4.717  -0.442
C 2.092 2.394 3.673  -0.124
C 0.575 2.436 3.939  -0.187
C 0.145 3.867 3.896  -0.141
C 0.970 4.821 4.790  -0.405
N 2.401 4.459 5.011  0.028
O 3.080 5.274 5.605  0.239
C 0.333 4.738 6.222  0.016
C 0.801 6.254 4.213  0.009
C 4.400 3.368 4.234  0.001
H 3.477 1.276 5.763  0.115
H 2.089 2.158 6.468  0.085
H 3.696 2.767 6.717  0.107
H 2.427 1.369 3.521  0.141
H 2.248 2.918 2.726  0.131
H 0.464 1.850 4.853  0.108
H 0.201 1.874 3.079  0.046
H -0.913 4.066 4.085  0.126
H 0.106 4.223 2.862  0.134
H -0.674 5.151 6.146  0.104
H 0.781 5.364 6.994  0.103
H 0.253 3.721 6.606  0.087
H 1.434 6.218 3.324  0.100
H 1.111 7.098 4.827  0.099
H -0.231 6.484 3.955  0.106
H 4.817 2.396 3.967  0.106
H 5.026 3.803 5.009  0.096
H 4.490 3.977 3.335  0.101
C 4.582 -1.983 -1.688  -0.043
C 4.151 -0.637 -2.327  -0.130
N 2.931 -0.767 -3.257  -0.255
C 1.753 -1.266 -2.464  -0.013
C 2.619 0.656 -3.753  -0.148
C 1.434 0.751 -4.678  -0.050
C 3.164 -1.760 -4.428  -0.069
C 4.307 -1.450 -5.333  -0.197
O 5.586 -1.715 -4.753  -0.225
C 6.691 -1.617 -5.656  -0.045
H 3.817 -2.503 -1.112  0.072
H 5.413 -1.770 -1.017  0.094
H 4.902 -2.691 -2.452  0.073
H 4.920 -0.287 -3.013  0.119
H 4.028 0.099 -1.533  0.134
H 2.028 -2.278 -2.172  0.094
H 0.923 -1.305 -3.165  0.071
H 1.597 -0.629 -1.596  0.030
H 3.577 0.842 -4.238  0.119
H 2.564 1.338 -2.906  0.139
H 1.447 1.804 -4.967  0.103
H 0.464 0.537 -4.234  0.075
H 1.537 0.198 -5.611  0.086
H 2.207 -1.710 -4.944  0.123
H 3.296 -2.776 -4.056  0.143
H 4.343 -0.402 -5.643  0.128
H 4.152 -2.123 -6.181  0.146
H 6.539 -2.304 -6.490  0.096
H 7.628 -1.810 -5.145  0.101
H 6.598 -0.584 -6.000  0.094
C -3.526 -0.702 1.451  -0.015
N -3.830 0.685 1.965  -0.316
C -3.923 1.584 0.735  0.018
C -5.113 0.628 2.751  0.015
C -2.643 1.239 2.797  -0.102
C -2.041 0.193 3.754  -0.222
O -3.067 -0.267 4.619  -0.050
H -2.515 -0.721 1.043  0.068
H -4.303 -1.051 0.776  0.097
H -3.483 -1.351 2.326  0.104
H -3.044 1.543 0.093  0.067
H -4.060 2.590 1.127  0.115
H -4.771 1.183 0.183  0.104
H -5.135 -0.264 3.369  0.100
H -5.946 0.581 2.049  0.108
H -5.307 1.489 3.388  0.116
H -2.892 2.195 3.254  0.138
H -1.887 1.414 2.023  0.004
H -1.243 0.613 4.364  0.100
H -1.521 -0.629 3.258  0.122
H -2.831 0.037 5.499  0.105
Br 0.026 0.995 0.223  -0.333



> What is the formula in the fourth record?

C31H70BrN4O4